Here is one molecule with the formula C9H6N4 in a non-equilibrium geometry from the Open Molecules 2025 dataset. Energies are from ωB97M-V with the def2-TZVPD basis set.

Properties
**E_HOMO**: -9.332 eV
**Relative energy (zero: lowest compared OMol25 entry of this formula, charge and spin)**: 60.4 kcal per mole
**Gap between HOMO and LUMO**: 9.573 eV
**SMILES**: N#CC(C#N)/C=N\c1cccnc1
**Multiplicity**: 1
**Strongest force on any atom**: 3.0 eV/Å

Each line ends with the natural charge from an NBO analysis.
Element x y z (Å)
H1 -3.706 0.979 0.997  0.1955
C1 -1.807 1.561 0.186  -0.2316
C2 -1.625 -1.096 -0.341  0.0225
N1 0.586 -1.055 2.326  -0.2558
N2 3.006 1.918 0.059  -0.2667
N3 -2.739 -0.609 0.227  -0.3921
H2 0.148 1.765 -0.813  0.2352
N4 0.488 -0.892 -1.465  -0.3384
C3 -0.585 -0.262 -0.727  0.0421
C4 2.683 0.815 0.210  0.2806
C5 1.307 -0.829 1.458  0.2774
H3 -1.647 -2.130 -0.706  0.2054
H4 -1.816 2.542 0.601  0.2227
C6 2.254 -0.620 0.300  -0.4644
C7 1.639 -1.042 -1.054  0.1529
H5 2.213 -1.568 -1.778  0.2036
C8 -2.817 0.668 0.519  0.0271
H6 3.094 -1.250 0.484  0.2919
C9 -0.677 1.105 -0.483  -0.2080

Forces on atoms 1 to 2 (eV/Å):
-0.78 0.43 0.51
0.60 -0.42 0.31